71
Properties=species:S:1:pos:R:3:forces:R:3 method="wB97M-V/def2-TZVPD" lumo_ev="-10.97 / -10.45" e_above_lowest_ev=0.636 spin_multiplicity=6 homo_ha="-0.5360 / -0.5360" charge=+3 gap_ev="3.617 / 4.136"
Sm -0.063784 0.036338 -0.309303 -0.351 -1.970 1.379
P 0.334061 -2.418083 -1.614136 0.736 -1.225 -1.572
P 2.714526 -0.112233 0.585274 1.317 -0.106 0.235
P -2.688200 0.439265 -1.280105 -2.176 0.454 -1.326
H 1.653052 2.449146 -1.162097 -0.332 -0.075 0.267
C 0.579639 2.478225 -0.925738 -0.445 1.455 1.643
C 0.111124 2.565552 0.367282 0.796 1.363 -1.762
H 0.775341 2.632626 1.238113 0.024 -0.193 -0.462
C 1.054681 -2.066526 -3.262888 -0.240 0.445 0.110
C 1.509072 -3.675501 -1.041330 -0.131 0.001 0.749
C -1.151052 -3.387708 -2.084934 -0.241 0.150 0.403
C 3.405311 1.373368 1.397958 -0.332 0.223 0.040
C 3.306027 -1.415357 1.716485 -0.363 -0.254 0.001
C 3.869686 -0.298527 -0.824139 -0.255 0.093 -0.206
C -3.417748 2.110891 -1.043717 0.333 0.148 0.538
C -4.103155 -0.661911 -0.926004 0.263 -0.256 0.605
C -2.712149 0.399182 -3.114927 0.608 -0.109 0.185
H -0.082450 2.574408 -1.802328 0.055 -0.153 0.411
H -0.949315 2.734167 0.609657 0.241 -0.191 -0.378
H 1.188268 -2.980759 -3.858406 -0.066 0.185 0.274
H 2.002837 -1.507623 -3.226614 -0.284 -0.225 0.091
H 0.285705 -1.439995 -3.714759 0.232 -0.150 -0.139
H 1.457664 -4.517020 -1.741602 0.133 0.118 0.192
H 1.225123 -4.003873 -0.033471 0.261 -0.169 -0.216
H 2.524896 -3.257131 -1.014646 -0.287 -0.207 -0.028
H -0.828876 -4.285800 -2.627769 -0.102 0.229 0.082
H -1.842588 -2.801749 -2.709956 0.309 -0.170 0.147
H -1.688802 -3.692491 -1.175595 0.070 -0.044 -0.298
H 4.498317 1.397656 1.271783 -0.382 0.040 0.102
H 3.153862 1.341274 2.464845 0.139 0.048 -0.165
H 2.956720 2.280823 0.978718 0.357 -0.022 0.042
H 4.405621 -1.450426 1.700224 -0.355 0.055 0.086
H 2.906173 -2.386395 1.406275 0.173 0.071 0.100
H 2.940763 -1.205537 2.729267 0.181 -0.092 -0.175
H 4.891556 -0.224364 -0.425489 -0.243 -0.110 -0.278
H 3.702802 0.503220 -1.553669 0.182 -0.091 0.087
H 3.719018 -1.254171 -1.340323 0.173 0.154 0.162
H -4.196309 2.310453 -1.797038 0.290 -0.152 0.310
H -2.630181 2.875840 -1.123371 -0.336 -0.085 -0.095
H -3.847367 2.175288 -0.033679 0.020 0.084 -0.292
H -4.961151 -0.389612 -1.559053 0.323 -0.037 0.221
H -4.366792 -0.570194 0.137337 -0.105 -0.117 -0.322
H -3.811168 -1.703139 -1.122230 -0.199 0.242 0.023
H -3.711831 0.687567 -3.474792 0.323 -0.088 0.191
H -2.438995 -0.584098 -3.519340 -0.121 0.296 0.081
H -1.959006 1.111125 -3.474956 -0.298 -0.216 -0.015
C -0.921634 0.484030 -6.210734 0.539 0.601 -1.110
C -0.280476 0.205518 -7.435865 -0.329 0.603 0.563
C -0.235785 1.213199 -8.397933 -0.321 0.573 0.153
C -0.779929 2.478024 -8.100100 0.220 -0.039 -0.234
C -1.538200 2.669729 -6.944529 -0.267 -0.192 -0.475
C -1.719907 1.619065 -6.050413 0.495 0.041 0.112
O -0.602633 -0.238211 -5.076425 0.501 -1.224 0.247
H 0.239440 -0.717598 -5.239815 -0.959 0.556 -0.449
H 0.211483 -0.747742 -7.615876 -0.005 0.115 0.169
H 0.250539 1.043327 -9.363461 -0.130 0.049 0.452
H -0.609010 3.322452 -8.774628 -0.169 -0.429 0.160
H -2.003575 3.636032 -6.729737 0.070 -0.382 -0.255
H -2.401874 1.723477 -5.207953 0.467 0.121 -0.228
C -0.871078 0.813055 3.376797 0.058 0.449 -0.014
C -0.953913 -0.585633 2.902108 -0.173 -1.179 -0.184
N -0.745940 -1.144638 1.684466 -0.094 0.672 0.501
C -0.991065 -2.527384 1.834904 0.132 0.976 0.174
C -1.330454 -2.766499 3.121477 0.020 0.148 -0.077
N -1.305302 -1.542022 3.772870 0.024 -0.440 -0.237
H -1.870609 1.131460 3.735069 0.556 0.035 -0.248
H -0.172331 0.855820 4.236498 -0.306 0.205 -0.522
H -0.527704 1.486993 2.573792 -0.179 -0.190 0.571
H -0.896473 -3.196268 0.996843 -0.056 -0.109 0.165
H -1.578714 -3.691116 3.602640 -0.079 -0.090 0.217
H -1.520184 -1.373861 4.758789 0.088 -0.218 -0.480

71
Properties=species:S:1:pos:R:3:forces:R:3 method="wB97M-V/def2-TZVPD" lumo_ev="-11.73 / -14.43" e_above_lowest_ev=0.768 spin_multiplicity=5 homo_ha="-0.6588 / -0.6586" charge=+4 gap_ev="6.192 / 3.488"
Pd -0.313423 2.070617 0.359850 -0.778 3.366 0.636
P 0.300528 -1.608665 -3.809373 0.261 -0.517 -1.144
P 1.325866 3.283053 1.382718 2.441 1.439 1.548
P -2.523419 2.357122 0.835415 -1.924 0.380 0.525
H 1.156887 -0.079309 0.844342 -0.273 0.087 0.279
C 0.150048 0.147212 0.458419 0.567 -1.954 -1.749
C 0.119595 0.611880 -0.903141 0.526 -3.025 0.322
H 1.099237 0.758002 -1.375467 -0.553 0.146 0.041
C 1.708202 -2.661715 -4.213729 0.017 -0.210 0.455
C 0.819232 0.112039 -3.932630 -0.034 0.536 0.586
C -1.043664 -1.876253 -4.984503 -0.348 -0.021 0.468
C 1.276563 3.237846 3.201228 -0.525 -0.508 -0.051
C 2.995439 2.710162 0.950120 -0.335 -0.400 -0.392
C 1.280707 5.035921 0.917366 -0.748 -0.156 -0.464
C -3.553926 0.871827 0.699973 0.178 -0.155 -0.099
C -3.246938 3.562980 -0.315058 0.360 -0.025 -0.221
C -2.744978 3.000718 2.520008 0.361 -0.067 0.065
H -0.692869 -0.450055 0.835765 0.398 0.612 -0.127
H -0.738021 0.319201 -1.528613 0.349 0.532 0.167
H 1.806224 -3.387716 -3.395329 0.184 0.036 -0.338
H 2.625264 -2.064578 -4.276360 -0.209 -0.145 0.012
H 1.542200 -3.194407 -5.155498 -0.010 0.116 0.143
H 1.848983 0.222789 -3.569554 -0.195 -0.132 -0.072
H 0.175310 0.749533 -3.315842 0.124 -0.094 -0.521
H 0.778886 0.479241 -4.968518 -0.070 -0.422 0.165
H -1.385968 -2.918885 -4.929211 0.095 0.244 -0.089
H -0.727235 -1.643753 -6.012430 0.081 -0.057 0.368
H -1.875067 -1.213547 -4.705863 0.103 -0.177 -0.200
H 1.858151 4.072909 3.614256 -0.099 -0.091 -0.219
H 1.701463 2.290061 3.558228 -0.137 0.234 -0.069
H 0.234073 3.312761 3.536615 0.315 0.072 0.136
H 3.747666 3.383500 1.385130 -0.268 -0.064 -0.034
H 3.093066 2.709988 -0.142777 0.173 0.029 0.242
H 3.141869 1.692092 1.330268 0.060 0.152 -0.114
H 2.196944 5.559629 1.220343 -0.098 -0.285 0.039
H 0.410842 5.513810 1.383969 0.199 0.017 -0.112
H 1.174147 5.088157 -0.172555 0.091 0.260 0.150
H -4.594027 1.167170 0.897657 0.173 -0.108 -0.105
H -3.261005 0.085472 1.407811 -0.044 0.326 -0.138
H -3.463499 0.480851 -0.321409 -0.198 0.055 0.185
H -4.239014 3.865835 0.048138 0.207 -0.057 -0.047
H -3.343550 3.111822 -1.314443 0.004 0.180 0.305
H -2.591584 4.443069 -0.384136 -0.309 -0.133 0.003
H -3.774543 3.364119 2.636767 0.172 -0.046 -0.036
H -2.042155 3.829204 2.687432 -0.323 -0.139 0.040
H -2.550864 2.208816 3.258088 -0.045 0.252 -0.198
C -2.149406 -3.139886 0.912584 -0.260 -0.455 0.921
C -3.066409 -4.224233 1.045960 -0.599 -0.313 -0.344
C -3.937524 -4.288907 2.125820 0.244 -0.457 -0.422
C -3.966203 -3.258024 3.085500 -0.329 0.065 -0.273
C -3.047539 -2.202196 2.981191 0.788 0.179 -0.163
C -2.044123 -2.261940 2.027759 -0.382 0.891 0.287
Se -1.251434 -2.787170 -0.653213 -0.501 -0.677 1.076
H -0.162019 -2.033954 -2.497868 0.624 0.946 -1.358
H -3.098873 -4.967284 0.247781 -0.170 0.054 0.325
H -4.624393 -5.136983 2.222499 0.300 0.339 -0.113
H -4.700780 -3.261795 3.895577 0.228 -0.098 -0.285
H -3.103098 -1.340096 3.654885 0.258 -0.620 0.053
H -1.206099 -1.581491 2.092356 -0.199 0.079 0.047
C 3.316058 -3.166495 1.609363 -0.161 -0.109 0.398
C 3.581511 -2.168625 0.560310 0.808 0.746 -1.067
N 2.946547 -1.034611 0.306676 -0.399 -0.203 0.211
C 3.602449 -0.425672 -0.745362 0.567 -0.870 -0.012
C 4.673443 -1.201465 -1.127484 -0.490 0.270 0.134
N 4.638685 -2.302012 -0.298778 -0.364 0.317 0.088
H 3.904125 -4.071896 1.416673 -0.294 0.142 0.184
H 3.605948 -2.760388 2.588296 -0.104 -0.226 -0.188
H 2.245873 -3.401877 1.625844 0.254 -0.130 0.131
H 3.275759 0.523494 -1.150049 0.231 -0.083 0.042
H 5.424383 -1.030280 -1.881621 0.045 -0.176 0.087
H 5.281477 -3.086740 -0.288165 -0.014 0.305 -0.098

72
Properties=species:S:1:pos:R:3:forces:R:3 method="wB97M-V/def2-TZVPD" lumo_ev="-14.93 / -13.46" homo_ha="-0.7113 / -0.7168" charge=+4 gap_ev="4.422 / 6.046"
Sn -0.438474 0.645313 -0.533853 -1.327 -0.036 0.200
P 0.452477 0.166381 -2.969130 -0.144 0.418 -0.996
P 2.910828 0.401721 0.664538 -0.121 -0.491 -0.067
P -2.552566 -1.003539 -0.761384 -0.972 -0.290 0.058
H 1.362754 2.753683 3.786017 -0.369 0.014 0.074
C 0.306413 2.581429 4.016341 -0.339 -0.526 0.073
C -0.153602 1.382104 4.403595 0.157 0.481 -0.273
H 0.490668 0.495263 4.456903 -0.257 0.397 0.190
C 0.580436 1.758368 -3.840044 0.006 0.179 0.079
C 2.116598 -0.553986 -3.117017 0.178 -0.195 0.159
C -0.597400 -0.844726 -4.056056 -0.149 -0.214 0.041
C 2.711888 0.362314 2.438924 0.053 -0.061 0.269
C 4.343146 -0.538189 0.140231 0.265 -0.063 -0.019
C 3.020845 2.084575 0.065387 -0.257 0.239 -0.225
C -3.387310 -1.032528 0.859853 0.257 0.153 0.129
C -2.398664 -2.772237 -1.165653 0.460 -0.103 -0.053
C -3.901316 -0.489811 -1.875337 0.212 0.269 -0.198
H -0.359594 3.449989 3.953781 0.420 -0.289 0.167
H -1.191453 1.250967 4.726712 0.370 -0.033 -0.152
H 0.597736 1.565183 -4.923088 0.049 0.117 0.293
H 1.506567 2.274204 -3.549943 -0.270 -0.076 -0.095
H -0.275410 2.402968 -3.600296 0.199 -0.128 -0.160
H 2.283721 -0.840122 -4.166895 -0.014 0.149 0.257
H 2.224945 -1.449262 -2.490834 0.042 0.270 -0.217
H 2.882326 0.179118 -2.827147 -0.209 -0.169 -0.112
H -0.269675 -0.675198 -5.093157 -0.098 -0.128 0.263
H -1.653705 -0.554916 -3.966599 0.346 -0.053 -0.069
H -0.499190 -1.915510 -3.822940 -0.071 0.279 -0.118
H 3.611065 0.806647 2.892354 -0.180 -0.111 -0.068
H 2.612490 -0.676534 2.776947 0.082 0.246 -0.056
H 1.829208 0.922039 2.779846 0.211 -0.097 -0.311
H 5.237272 0.094998 0.236627 -0.125 -0.306 -0.011
H 4.226268 -0.846218 -0.906725 0.120 0.158 0.210
H 4.458821 -1.436631 0.762033 0.034 0.272 -0.117
H 4.050564 2.438522 0.216373 -0.217 -0.053 -0.016
H 2.332998 2.745270 0.612024 0.181 -0.209 -0.111
H 2.783918 2.133100 -1.007692 0.167 0.013 0.261
H -4.383779 -1.477648 0.722705 0.296 0.085 0.090
H -3.499584 -0.015026 1.254562 -0.052 -0.217 -0.060
H -2.808538 -1.632404 1.573215 -0.215 0.132 -0.097
H -3.403347 -3.217153 -1.127018 0.272 0.081 -0.032
H -1.747724 -3.280030 -0.442556 -0.301 0.056 -0.201
H -1.992055 -2.901668 -2.177298 -0.199 -0.043 0.161
H -4.768155 -1.136632 -1.679955 0.220 0.164 -0.066
H -3.597435 -0.602024 -2.923746 -0.184 0.034 0.219
H -4.171656 0.557876 -1.696570 -0.052 -0.334 -0.067
C -2.842573 3.119500 0.202453 0.469 -0.587 -0.549
C -3.815835 4.140876 0.091573 -0.639 0.636 0.189
C -4.360783 4.715250 1.236005 0.035 -0.074 -0.815
C -3.959927 4.278970 2.506841 -0.209 0.203 -0.049
C -2.991002 3.274819 2.626559 0.873 -0.941 -0.557
C -2.439381 2.697215 1.485629 -0.004 0.008 1.334
S -2.224203 2.401614 -1.254973 -0.124 0.631 0.567
H 1.780902 -0.282949 0.074579 1.129 0.620 0.482
H -4.129536 4.444436 -0.904773 -0.030 0.113 0.235
H -5.109493 5.501519 1.142183 0.190 -0.211 -0.005
H -4.405175 4.711809 3.403112 0.111 -0.051 -0.243
H -2.658562 2.934779 3.610569 -0.201 0.148 -0.341
H -1.685998 1.909170 1.579343 -0.232 0.343 0.184
C 2.603879 -3.695642 2.227652 0.150 -0.211 0.607
N 2.264694 -3.691946 0.809232 0.791 -0.062 -0.661
C 2.991440 -4.320639 -0.184152 -0.494 0.381 1.628
C 2.359946 -4.070981 -1.359074 -1.276 0.780 -0.415
N 1.270688 -3.270062 -1.065021 0.285 -0.252 -0.106
C 1.213493 -3.008614 0.281614 0.035 -0.099 -0.009
S 0.142344 -2.036926 1.170161 0.370 -0.591 -0.570
H 3.178406 -2.800546 2.501071 -0.115 -0.268 -0.186
H 1.679707 -3.721139 2.813584 0.310 -0.116 -0.095
H 3.209270 -4.584510 2.427382 -0.178 0.189 0.067
H 3.877402 -4.887689 0.052609 -0.010 -0.142 -0.118
H 2.580465 -4.401558 -2.358024 0.044 -0.066 -0.121
H 0.586512 -2.916799 -1.734168 0.248 -0.360 0.317

Number 1: total energy -2691.79158 hartree. Number 2: total energy -4487.25612 hartree. Number 3: total energy -2968.73309 hartree.